# 1
{
  "formula": "C39H88BN4O14",
  "method": "ωB97M-V/def2-TZVPD",
  "symbols": ["C", "C", "O", "C", "C", "O", "C", "C", "O", "C", "C", "N", "C", "N", "C", "C", "C", "C", "O", "C", "O", "C", "O", "C", "N", "B", "O", "O", "C", "C", "N", "C", "C", "C", "C", "C", "O", "C", "H", "H", "H", "H", "H", "H", "H", "H", "H", "H", "H", "H", "H", "H", "H", "H", "H", "H", "H", "H", "H", "H", "H", "H", "H", "H", "H", "H", "H", "H", "H", "H", "H", "H", "H", "H", "H", "H", "H", "H", "H", "H", "H", "H", "H", "H", "H", "H", "C", "C", "C", "O", "H", "H", "H", "H", "H", "H", "H", "H", "C", "C", "C", "O", "H", "H", "H", "H", "H", "H", "H", "H", "C", "C", "C", "O", "H", "H", "H", "H", "H", "H", "H", "H", "C", "C", "C", "O", "H", "H", "H", "H", "H", "H", "H", "H", "C", "C", "C", "O", "H", "H", "H", "H", "H", "H", "H", "H"],
  "positions_angstrom": [[-4.51, 0.82, 2.49], [-5.65, 0.08, 1.76], [-5.67, -1.33, 1.97], [-4.45, -1.94, 1.59], [-4.73, -3.33, 0.95], [-4.23, -3.47, -0.37], [-3.05, -4.23, -0.45], [-1.78, -3.32, -0.33], [-1.29, -3.06, -1.64], [-0.43, -1.92, -1.67], [0.37, -1.73, -0.40], [1.20, -2.71, -0.03], [1.73, -2.28, 1.12], [2.62, -2.98, 1.81], [3.23, -2.63, 3.09], [2.27, -2.89, 4.30], [1.63, -4.30, 4.28], [2.48, -5.40, 4.96], [2.06, -6.68, 4.43], [2.93, -7.15, 3.50], [2.59, -7.42, 2.42], [3.02, -4.27, 1.21], [3.83, -4.14, 0.07], [4.81, -3.13, 0.18], [1.26, -1.07, 1.47], [1.44, -0.07, 2.57], [0.45, 0.09, 3.50], [2.56, 0.66, 2.59], [2.56, 1.74, 3.56], [2.94, 1.25, 4.97], [0.41, -0.74, 0.46], [-0.37, 0.49, 0.29], [0.48, 1.70, -0.24], [0.58, 1.75, -1.77], [1.69, 0.83, -2.37], [2.39, 1.44, -3.61], [3.72, 1.88, -3.29], [4.56, 1.59, -4.41], [-3.56, 0.60, 1.96], [-4.45, 0.51, 3.54], [-4.65, 1.91, 2.42], [-6.60, 0.53, 2.10], [-5.61, 0.25, 0.67], [-3.87, -2.10, 2.52], [-3.91, -1.29, 0.89], [-5.83, -3.44, 0.89], [-4.39, -4.11, 1.65], [-2.96, -4.74, -1.42], [-2.98, -5.00, 0.34], [-1.07, -3.88, 0.29], [-2.14, -2.41, 0.19], [-1.02, -1.04, -1.97], [0.29, -2.11, -2.48], [4.10, -3.27, 3.28], [3.62, -1.61, 3.13], [2.87, -2.83, 5.22], [1.45, -2.16, 4.34], [0.70, -4.23, 4.86], [1.34, -4.66, 3.29], [3.57, -5.25, 4.89], [2.21, -5.43, 6.02], [3.99, -7.33, 3.77], [2.14, -4.89, 0.97], [3.60, -4.87, 1.94], [5.33, -3.21, 1.16], [5.58, -3.21, -0.59], [4.39, -2.11, 0.15], [-0.27, -0.54, 3.35], [3.38, 2.41, 3.25], [1.64, 2.34, 3.55], [3.94, 0.79, 4.91], [2.18, 0.56, 5.36], [3.04, 2.10, 5.65], [-0.95, 0.76, 1.18], [-1.13, 0.31, -0.48], [1.48, 1.63, 0.22], [-0.01, 2.61, 0.13], [-0.38, 1.60, -2.29], [0.88, 2.78, -2.02], [2.41, 0.45, -1.63], [1.16, -0.06, -2.77], [1.79, 2.21, -4.11], [2.51, 0.62, -4.33], [4.06, 1.86, -5.36], [4.78, 0.51, -4.48], [5.49, 2.15, -4.32], [-10.33, 0.16, -0.41], [-8.96, 0.11, -1.07], [-8.22, -1.17, -0.71], [-8.19, 1.24, -0.65], [-10.23, 0.14, 0.68], [-10.84, 1.09, -0.66], [-10.95, -0.68, -0.72], [-9.07, 0.19, -2.15], [-8.06, -1.24, 0.37], [-7.24, -1.19, -1.18], [-8.78, -2.05, -1.03], [-8.09, 1.19, 0.31], [9.91, 3.30, -6.38], [8.52, 3.62, -5.86], [8.53, 4.83, -4.94], [7.99, 2.49, -5.15], [10.58, 3.06, -5.55], [9.88, 2.42, -7.03], [10.32, 4.13, -6.94], [7.84, 3.80, -6.70], [9.17, 4.65, -4.07], [7.53, 5.05, -4.57], [8.91, 5.72, -5.46], [8.58, 2.32, -4.40], [6.01, 6.27, 2.19], [5.47, 4.88, 2.48], [6.32, 3.81, 1.80], [4.12, 4.78, 2.02], [5.99, 6.48, 1.12], [5.39, 7.02, 2.67], [7.03, 6.38, 2.55], [5.46, 4.70, 3.55], [6.31, 3.94, 0.71], [5.92, 2.81, 2.00], [7.35, 3.85, 2.15], [4.12, 4.93, 1.06], [-7.10, 3.69, 3.66], [-7.87, 3.77, 2.34], [-8.94, 4.85, 2.39], [-8.48, 2.50, 2.07], [-7.77, 3.44, 4.48], [-6.34, 2.91, 3.61], [-6.61, 4.64, 3.88], [-7.18, 3.98, 1.53], [-9.67, 4.63, 3.18], [-9.49, 4.88, 1.45], [-8.51, 5.83, 2.58], [-9.09, 2.31, 2.78], [-1.41, -2.96, -7.00], [-1.60, -1.74, -6.12], [-2.28, -2.10, -4.81], [-2.38, -0.77, -6.82], [-2.37, -3.41, -7.26], [-0.92, -2.68, -7.94], [-0.79, -3.71, -6.50], [-0.63, -1.28, -5.91], [-3.28, -2.52, -5.00], [-2.43, -1.21, -4.19], [-1.70, -2.83, -4.25], [-3.24, -1.16, -7.01]],
  "mulliken_charge": [-0.54, 0.07, -0.45, -0.13, -0.58, -0.34, -0.97, 0.71, -0.46, -0.56, 0.81, -0.59, -0.72, 0.96, -1.18, -0.15, -0.58, -0.81, -0.36, 0.04, -0.40, -0.69, -0.41, -0.53, 0.30, 0.77, -0.77, -0.41, 0.14, -1.17, 0.69, -1.14, -0.72, -1.01, 0.73, -0.97, -0.31, -0.67, -0.39, 0.33, 0.38, 0.21, 0.36, 0.18, 0.13, 0.49, 0.22, 0.36, 0.40, -0.08, -0.12, 0.21, 0.33, 0.73, 0.20, 0.65, -0.02, 0.49, 0.13, 0.44, 0.37, 0.46, 0.35, 0.44, 0.23, 0.32, 0.08, 0.35, -0.02, 0.36, 0.27, 0.25, 0.45, 0.42, 0.50, 0.22, 0.47, 0.34, 0.61, 0.11, -0.47, 0.38, 0.47, 0.32, 0.31, 0.13, -1.25, 0.39, -1.11, -0.48, 0.25, 0.32, 0.41, 0.36, 0.18, 0.25, 0.48, 0.18, -1.26, 0.40, -1.25, -0.51, 0.34, 0.32, 0.37, 0.26, 0.33, 0.31, 0.37, 0.33, -1.39, 0.45, -1.07, -0.52, 0.35, 0.33, 0.39, 0.28, 0.32, 0.17, 0.38, 0.34, -1.13, 0.51, -1.44, -0.43, 0.37, 0.14, 0.38, 0.22, 0.36, 0.35, 0.39, 0.28, -1.33, 0.40, -0.91, -0.56, 0.33, 0.36, 0.34, 0.20, 0.45, 0.24, 0.15, 0.36],
  "energy_ev": -77165.301,
  "lumo_ev": -2.37,
  "charge": 1,
  "largest_force_ev_per_a": 2.82,
  "orbital_gap_ev": 8.73
}


# 2
{
  "formula": "C3H2HgO2",
  "method": "ωB97M-V/def2-TZVPD",
  "symbols": ["H", "C", "C", "Hg", "O", "H", "O", "C"],
  "positions_angstrom": [[-2.09, -1.63, 0.20], [-1.19, -1.04, 0.12], [-0.13, -0.50, -0.08], [0.21, -1.98, 2.38], [0.54, 1.51, -1.26], [0.38, 2.46, -1.34], [1.21, -0.06, 0.08], [1.08, 1.25, -0.11]],
  "mulliken_charge": [0.46, -0.21, 0.00, 0.69, -0.26, 0.43, -0.01, -0.11],
  "energy_ev": -11399.061,
  "relative_energy_kcal_mol": 76.8,
  "lumo_ev": [-4.04, -8.69],
  "charge": 1,
  "largest_force_ev_per_a": 4.56,
  "s2": 0.76,
  "orbital_gap_ev": [9.77, 4.98],
  "spin_multiplicity": 2
}


# 3
{
  "formula": "C17H46F6HfN5O31S11",
  "method": "ωB97M-V/def2-TZVPD",
  "symbols": ["Hf", "N", "S", "O", "O", "F", "S", "O", "O", "F", "N", "S", "O", "O", "F", "S", "O", "O", "F", "N", "S", "O", "O", "F", "S", "O", "O", "F", "C", "N", "O", "O", "H", "H", "H", "C", "N", "O", "O", "H", "H", "H", "O", "S", "O", "O", "C", "C", "C", "H", "H", "H", "H", "H", "H", "H", "H", "O", "S", "O", "O", "C", "C", "C", "H", "H", "H", "H", "H", "H", "H", "H", "O", "S", "O", "O", "C", "C", "C", "H", "H", "H", "H", "H", "H", "H", "H", "O", "S", "O", "O", "C", "C", "C", "H", "H", "H", "H", "H", "H", "H", "H", "O", "S", "O", "O", "C", "C", "C", "H", "H", "H", "H", "H", "H", "H", "H"],
  "positions_angstrom": [[1.27, -1.12, -2.40], [0.82, -3.21, -3.07], [0.58, -4.69, -2.64], [1.67, -5.63, -2.51], [-0.76, -5.22, -2.63], [0.63, -4.04, -1.19], [0.68, -3.90, -4.73], [-0.56, -4.42, -5.30], [1.86, -4.35, -5.35], [0.62, -2.41, -5.32], [0.11, -1.33, -0.47], [-1.35, -0.53, 0.07], [-1.00, 0.80, 0.58], [-2.47, -1.27, 0.62], [-1.90, -0.12, -1.33], [0.11, -1.85, 1.07], [-0.54, -3.11, 1.44], [0.56, -0.99, 2.08], [1.52, -2.48, 0.75], [2.86, 0.39, -1.80], [4.08, 1.44, -2.53], [5.50, 1.19, -2.27], [3.56, 2.75, -2.60], [3.83, 0.88, -4.01], [3.57, 0.81, -0.42], [3.64, 2.17, 0.06], [4.64, -0.14, -0.05], [2.36, 0.26, 0.43], [4.61, -0.83, 4.56], [3.29, -0.43, 4.12], [3.13, -0.17, 2.88], [2.38, -0.44, 4.96], [5.36, -0.05, 4.43], [4.94, -1.63, 3.90], [4.70, -1.21, 5.58], [-1.28, -0.16, 5.05], [-2.18, -0.97, 4.10], [-2.66, -0.39, 3.14], [-2.38, -2.13, 4.41], [-1.37, 0.85, 4.66], [-0.28, -0.59, 5.01], [-1.78, 0.03, 6.00], [-8.63, 2.41, 1.71], [-7.59, 1.44, 1.97], [-7.56, 0.24, 1.11], [-6.11, 2.14, 1.65], [-5.74, 2.58, 0.38], [-4.92, 1.49, -0.35], [-7.27, 1.15, 3.78], [-5.04, 3.40, 0.57], [-6.60, 3.00, -0.14], [-4.07, 1.12, 0.22], [-4.44, 1.82, -1.27], [-5.60, 0.66, -0.55], [-6.75, 2.06, 4.09], [-6.62, 0.38, 4.19], [-8.26, 1.14, 4.23], [5.48, -2.78, -1.34], [4.17, -3.23, -0.89], [2.94, -2.50, -1.23], [3.98, -4.77, -1.39], [5.12, -5.65, -1.33], [5.08, -6.97, -2.07], [4.23, -3.53, 0.88], [5.38, -5.77, -0.28], [6.03, -5.12, -1.63], [4.43, -6.82, -2.93], [4.72, -7.86, -1.56], [6.07, -7.14, -2.51], [4.00, -2.55, 1.31], [5.27, -3.80, 1.10], [3.41, -4.18, 1.19], [-1.81, 2.65, -2.23], [-0.35, 2.52, -2.18], [0.28, 1.16, -2.20], [0.36, 3.26, -3.38], [-0.18, 4.46, -3.81], [0.31, 4.70, -5.32], [0.30, 3.49, -0.72], [0.35, 5.29, -3.33], [-1.25, 4.62, -3.66], [1.37, 4.58, -5.54], [0.06, 5.74, -5.51], [-0.12, 3.98, -6.02], [1.33, 3.18, -0.53], [-0.41, 3.36, 0.09], [0.26, 4.55, -1.00], [1.65, 6.01, 6.43], [2.20, 4.72, 5.92], [2.16, 3.56, 6.84], [1.35, 4.27, 4.61], [1.58, 2.87, 4.16], [0.51, 2.72, 3.08], [3.84, 5.07, 5.02], [1.52, 2.17, 4.99], [2.57, 2.63, 3.77], [0.69, 1.89, 2.40], [0.39, 3.56, 2.39], [-0.34, 2.58, 3.74], [3.65, 5.69, 4.14], [4.21, 4.09, 4.74], [4.44, 5.58, 5.78], [-0.97, -0.89, -3.52], [-2.31, -1.21, -4.03], [-2.35, -2.08, -5.26], [-3.20, -1.98, -2.85], [-4.47, -2.49, -3.12], [-5.42, -1.85, -2.11], [-3.27, 0.35, -4.24], [-4.34, -3.56, -2.99], [-4.76, -2.38, -4.16], [-5.72, -0.89, -2.51], [-5.05, -1.80, -1.08], [-6.35, -2.41, -2.05], [-4.24, 0.28, -4.73], [-2.67, 0.97, -4.90], [-3.30, 0.86, -3.28]],
  "mulliken_charge": [1.68, 0.20, 0.54, -0.47, -0.52, -0.21, 0.90, -0.44, -0.58, -0.30, 1.42, -0.35, -0.33, -0.36, 0.13, 0.36, -0.64, -0.36, -0.02, 0.35, 0.84, -0.45, -0.49, -0.30, 0.58, -0.54, -0.55, 0.06, -0.88, 0.87, -0.49, -0.46, 0.32, 0.21, 0.35, -0.47, 0.91, -0.43, -0.58, -0.03, 0.25, 0.38, -0.58, 1.14, -0.61, -0.27, -0.77, 0.09, -0.87, 0.30, 0.42, -0.06, 0.05, 0.05, 0.30, 0.34, 0.36, -0.68, 0.94, -0.30, 0.12, -0.36, -1.22, -0.67, 0.35, 0.39, 0.28, 0.31, 0.37, -0.06, 0.56, 0.35, -0.70, 0.99, 0.47, 0.07, -0.36, -1.26, -0.80, 0.28, 0.46, 0.33, 0.40, 0.33, 0.17, 0.20, 0.55, -0.58, 1.11, -0.62, -0.38, -0.35, -0.65, -0.84, 0.46, 0.26, 0.12, 0.30, 0.14, 0.30, 0.26, 0.39, -0.64, 0.65, -0.56, -0.10, -0.62, -1.02, -0.85, 0.35, 0.50, 0.24, 0.16, 0.54, 0.46, 0.45, 0.01],
  "energy_ev": -226068.337,
  "relative_energy_kcal_mol": 182.6,
  "lumo_ev": -6.44,
  "charge": 1,
  "largest_force_ev_per_a": 12.38,
  "orbital_gap_ev": 5.59
}